Molecular formula: ArH20O10
Method: DFT, ωB97M-V/def2-TZVPD

Geometry as XYZ:
```
31
Properties=species:S:1:pos:R:3:forces:R:3:lowdin_charge:R:1
Ar -0.68568 0.26254 -0.00893 -0.141 0.027 0.092 0.210
O -0.20129 -0.39624 4.31411 0.044 0.713 0.376 -0.063
H -0.16877 -1.04679 3.61271 -0.312 -0.528 -0.295 -0.040
H 0.71073 -0.28856 4.58404 0.129 0.062 0.208 0.019
O 2.15671 -0.06495 -0.96719 -0.269 0.138 -0.563 -0.092
H 2.99556 -0.43338 -1.24437 0.236 0.023 -0.190 0.068
H 2.01017 -0.43121 -0.09506 0.004 -0.259 0.475 -0.027
O 2.16861 2.72208 -0.38313 0.044 0.506 0.100 -0.062
H 1.87670 2.93091 0.50424 -0.031 0.149 0.204 0.022
H 1.71989 1.90409 -0.59710 0.106 -0.484 -0.269 -0.036
O 0.21256 -0.77120 -3.18433 -0.135 -0.445 -0.067 -0.060
H 0.77236 -0.27078 -2.59067 0.398 0.284 0.298 -0.016
H -0.56463 -0.22440 -3.29935 -0.195 0.210 -0.044 0.024
O 2.42839 -1.25649 1.60928 -0.335 -0.109 -0.041 -0.027
H 3.07105 -1.95332 1.47641 0.216 -0.326 -0.105 0.073
H 2.83708 -0.67156 2.24729 0.048 0.299 0.226 0.071
O -0.15629 -2.49714 2.58327 -0.041 -0.260 -0.008 -0.044
H -0.72397 -2.93539 1.94931 -0.327 -0.072 -0.040 0.055
H 0.60612 -2.22311 2.07349 0.544 0.183 -0.240 0.000
O -2.56475 3.18863 1.82314 -0.233 -0.042 -0.077 -0.059
H -1.98683 3.48691 1.12081 0.116 0.093 -0.195 0.019
H -1.99122 3.09948 2.58429 0.111 -0.091 0.263 0.031
O -0.72117 2.63618 -3.33647 0.239 -0.167 -0.036 -0.047
H -1.49012 2.44494 -3.87349 -0.215 -0.026 -0.182 0.033
H -1.07715 3.02460 -2.53732 -0.048 0.115 0.224 0.026
O -3.79873 -0.11498 -1.38294 0.227 0.061 -0.137 -0.076
H -4.46437 -0.69549 -1.75194 -0.149 -0.159 -0.142 0.029
H -4.13551 0.11672 -0.51741 -0.048 0.130 0.276 0.027
O 0.60021 -3.35943 -1.84592 0.237 -0.396 0.236 -0.055
H 0.30409 -2.44926 -1.83366 -0.150 0.589 -0.482 -0.019
H 0.26031 -3.73335 -1.03298 -0.074 -0.219 0.134 0.015
```
Forces are in eV/Å.

The calculation puts the LUMO energy at -0.310 eV. The value obtained for the total energy is -35154.042 eV. As for the spin multiplicity: 1. As for the relative energy (zero: lowest compared OMol25 entry of this formula, charge and spin): 20.23 kcal per mole.

Molecular formula: As2F12Rb
Method: DFT, ωB97M-V/def2-TZVPD

Geometry as XYZ:
```
15
Properties=species:S:1:pos:R:3:forces:R:3:lowdin_charge:R:1
Rb 0.00679 -1.82734 -1.25161 -0.171 0.329 0.169 1.046
As -0.60978 1.58781 -2.36355 -0.834 3.979 1.161 0.887
F -1.85909 0.82250 -1.35432 1.281 -0.354 -0.674 -0.304
F -2.00602 2.18060 -3.38657 1.957 -0.937 0.777 -0.309
F 0.56533 2.56498 -3.27167 -0.896 -1.393 0.148 -0.280
F 0.71705 1.02924 -1.27450 -1.351 -0.089 -1.107 -0.341
F -0.37684 0.14721 -3.36599 -0.183 0.520 0.547 -0.348
F -0.78003 3.09243 -1.32495 0.039 -1.949 -1.053 -0.312
As 0.61762 -1.35085 2.49925 0.736 -0.197 2.731 0.906
F -0.82506 -1.90153 1.64025 0.444 0.018 0.272 -0.335
F -0.02539 -1.94287 4.09803 0.564 0.631 -1.958 -0.308
F 2.09395 -0.72600 3.33905 -1.441 -0.919 -1.272 -0.294
F 1.23654 -0.89714 0.89062 0.039 -0.069 1.149 -0.412
F -0.13202 0.23707 2.81383 0.631 -1.571 -0.736 -0.271
F 1.37696 -3.01611 2.31218 -0.814 2.001 -0.154 -0.324
```
Forces are in eV/Å.

The calculation puts the LUMO energy at 1.503 eV. The value obtained for the total energy is -154953.420 eV. Its net charge is -1. As for the spin multiplicity: 1. As for the relative energy (zero: lowest compared OMol25 entry of this formula, charge and spin): 28.37 kcal per mole.

Molecular formula: As6CrF36
Method: DFT, ωB97M-V/def2-TZVPD

Geometry as XYZ:
```
43
Properties=species:S:1:pos:R:3:forces:R:3:mulliken_spin:R:1
Cr 4.25785 3.93117 12.83379 -0.074 0.065 -0.108 3.982
As 1.44838 -0.07351 13.01618 0.642 -0.260 -0.362 0.000
F 2.18360 1.51427 12.59075 -0.162 0.104 0.508 0.004
F 1.92117 0.08687 14.73803 -0.642 -0.126 -1.683 0.000
F 0.70889 -1.67749 13.27593 0.599 1.233 0.004 0.000
F 1.10236 -0.26706 11.24687 -0.098 0.310 1.890 0.000
F 3.08145 -0.74475 12.70134 -1.606 0.178 0.354 0.000
F -0.10733 0.75417 13.39738 1.607 -0.995 -0.700 0.000
As 5.09979 3.90901 8.06353 1.345 -0.206 -0.819 0.000
F 6.65793 4.66892 8.47710 -1.494 -0.298 0.227 0.000
F 6.05301 2.47201 7.66685 -0.546 0.309 0.582 0.000
F 3.67953 3.01200 7.54051 0.456 0.757 0.499 0.000
F 4.17463 5.34354 8.48354 0.663 -1.048 -0.440 0.000
F 5.39825 4.42542 6.38768 -0.646 0.137 0.794 0.000
F 4.85450 3.32124 9.76518 0.098 0.411 -0.197 0.001
As 7.08427 8.14023 12.64247 -0.347 -0.673 -1.102 0.000
F 8.01553 9.67672 12.77662 -0.480 -1.583 -0.215 0.000
F 5.97415 8.79366 11.43072 0.702 0.003 1.158 0.000
F 6.11996 6.57546 12.50834 0.005 0.599 0.217 0.004
F 8.08160 7.17054 13.74075 -0.285 1.368 -0.701 0.000
F 6.08641 8.75943 13.98721 0.825 -0.872 -1.241 0.000
F 8.07709 7.59589 11.20474 -0.694 0.663 1.972 0.000
As 3.22474 4.90788 17.67344 0.402 0.416 0.537 0.000
F 2.15509 6.36722 17.56327 1.224 -1.768 -0.124 0.000
F 3.03723 4.85568 19.45694 -0.134 0.274 -1.385 0.000
F 4.30276 3.47689 17.89359 -1.194 1.519 -0.492 0.000
F 3.62741 4.80613 15.88110 -0.579 0.113 0.894 0.002
F 4.62594 6.10563 17.84087 -1.756 -1.865 -0.193 0.000
F 1.72616 3.89484 17.42700 2.162 1.136 0.258 0.000
As 7.69103 0.65002 14.31474 -0.035 1.132 -1.107 0.001
F 7.69156 0.73168 16.09817 -0.059 -0.329 -1.642 0.000
F 9.32379 -0.05365 14.16228 -1.137 0.304 0.685 0.000
F 7.64494 0.61445 12.51175 0.017 0.002 1.672 0.000
F 6.07570 1.54379 14.14826 0.859 -0.740 0.426 0.002
F 8.41994 2.29677 14.33805 -0.505 -1.538 -0.209 0.000
F 6.94069 -0.96467 14.40514 0.598 1.599 -0.065 0.000
As 0.49662 7.19614 12.13991 0.563 0.250 -0.568 0.000
F -0.96317 8.21215 12.34886 1.029 -0.990 0.099 0.000
F 1.49004 8.37590 13.05559 -1.029 -1.329 -0.797 0.000
F 1.90697 6.09205 11.87287 0.005 0.694 0.209 0.003
F -0.39379 6.02136 11.14389 0.187 1.016 0.806 0.000
F 0.87297 8.14527 10.64174 -0.292 -1.091 1.463 0.000
F 0.21426 6.22922 13.60759 -0.191 1.117 -1.105 0.000
```
Forces are in eV/Å.

The calculation puts the LUMO energy (alpha / beta) at 1.004 / 3.250 eV. The value obtained for the total energy is -491298.735 eV. Its net charge is -4. As for the spin multiplicity: 5.